Molecular formula: C42H60F24O36S5
Method: DFT, ωB97M-V with the def2-TZVPD basis set

Bonds (Å) are listed after each position.
Element x y z (Å)
1 C -22.55 -5.56 3.79  C2 1.520, H10 1.086, H11 1.088, H12 1.094
2 C -22.66 -5.12 2.34  C1 1.520, O3 1.420, H13 1.095, H14 1.089
3 O -22.52 -3.73 2.12  C2 1.420, C4 1.319
4 C -23.59 -2.97 2.24  O3 1.319, O5 1.188, C6 1.547
5 O -24.59 -3.27 2.80  C4 1.188
6 C -23.39 -1.55 1.68  C4 1.547, F7 1.345, F8 1.341, F9 1.325
7 F -23.34 -0.69 2.72  C6 1.345
8 F -22.23 -1.51 1.01  C6 1.341
9 F -24.38 -1.22 0.85  C6 1.325
10 H -22.68 -6.64 3.82  C1 1.086
11 H -23.26 -5.01 4.40  C1 1.088
12 H -21.57 -5.30 4.18  C1 1.094
13 H -23.62 -5.49 1.97  C2 1.095
14 H -21.99 -5.70 1.70  C2 1.089
15 C -13.03 -3.40 1.65  C16 1.519, H24 1.089, H25 1.087, H26 1.087
16 C -14.11 -3.90 2.59  C15 1.519, O17 1.444, H27 1.086, H28 1.087
17 O -14.96 -2.82 3.04  C16 1.444, C18 1.304
18 C -15.77 -2.22 2.21  O17 1.304, O19 1.201, C20 1.554
19 O -15.87 -2.41 1.03  C18 1.201
20 C -16.80 -1.29 2.91  C18 1.554, F21 1.325, F22 1.342, F23 1.340
21 F -16.90 -0.13 2.26  C20 1.325
22 F -17.99 -1.90 2.90  C20 1.342
23 F -16.45 -1.11 4.19  C20 1.340
24 H -12.54 -2.53 2.10  C15 1.089
25 H -13.48 -3.05 0.73  C15 1.087
26 H -12.27 -4.15 1.47  C15 1.087
27 H -13.63 -4.18 3.52  C16 1.086
28 H -14.69 -4.70 2.14  C16 1.087
29 C -9.68 2.82 -3.92  C30 1.526, H38 1.089, H39 1.092, H40 1.089
30 C -10.56 1.85 -3.13  C29 1.526, O31 1.430, H41 1.082, H42 1.089
31 O -11.76 1.59 -3.87  C30 1.430, C32 1.328
32 C -12.79 2.35 -3.51  O31 1.328, O33 1.192, C34 1.541
33 O -12.76 3.12 -2.61  C32 1.192
34 C -14.06 2.03 -4.32  C32 1.541, F35 1.339, F36 1.321, F37 1.330
35 F -14.16 2.95 -5.29  C34 1.339
36 F -14.03 0.82 -4.85  C34 1.321
37 F -15.12 2.12 -3.52  C34 1.330
38 H -8.79 3.08 -3.35  C29 1.089
39 H -10.26 3.72 -4.12  C29 1.092
40 H -9.35 2.40 -4.87  C29 1.089
41 H -10.72 2.25 -2.14  C30 1.082
42 H -9.95 0.95 -3.01  C30 1.089
43 C -20.19 0.80 2.40  C44 1.504, H52 1.087, H53 1.098, H54 1.090
44 C -20.34 1.02 0.91  C43 1.504, O45 1.436, H55 1.097, H56 1.095
45 O -19.19 0.52 0.22  C44 1.436, C46 1.307
46 C -19.19 0.59 -1.09  O45 1.307, O47 1.185, C48 1.539
47 O -20.08 0.89 -1.82  C46 1.185
48 C -17.82 0.21 -1.67  C46 1.539, F49 1.340, F50 1.355, F51 1.335
49 F -16.84 0.08 -0.76  C48 1.340
50 F -17.98 -1.03 -2.20  C48 1.355
51 F -17.45 1.06 -2.62  C48 1.335
52 H -20.89 1.39 2.99  C43 1.087
53 H -19.19 1.17 2.66  C43 1.098
54 H -20.13 -0.22 2.76  C43 1.090
55 H -20.57 2.07 0.69  C44 1.097
56 H -21.22 0.54 0.47  C44 1.095
57 C -14.19 -1.49 -2.45  C58 1.517, H66 1.088, H67 1.092, H68 1.087
58 C -13.47 -2.42 -3.41  C57 1.517, O59 1.432, H69 1.093, H70 1.089
59 O -14.18 -2.74 -4.61  C58 1.432, C60 1.309
60 C -15.02 -3.75 -4.64  O59 1.309, O61 1.188, C62 1.543
61 O -15.37 -4.41 -3.72  C60 1.188
62 C -15.48 -4.07 -6.08  C60 1.543, F63 1.339, F64 1.334, F65 1.316
63 F -16.68 -3.53 -6.28  C62 1.339
64 F -14.64 -3.56 -6.99  C62 1.334
65 F -15.56 -5.38 -6.24  C62 1.316
66 H -14.30 -0.53 -2.96  C57 1.088
67 H -13.51 -1.31 -1.62  C57 1.092
68 H -15.10 -1.91 -2.02  C57 1.087
69 H -13.13 -3.29 -2.85  C58 1.093
70 H -12.56 -1.95 -3.80  C58 1.089
71 C -20.55 5.75 2.92  C72 1.521, H80 1.087, H81 1.084, H82 1.093
72 C -21.57 6.85 2.71  C71 1.521, O73 1.430, H83 1.088, H84 1.089
73 O -21.89 7.52 3.93  C72 1.430, C74 1.305
74 C -22.71 6.94 4.76  O73 1.305, O75 1.194, C76 1.544
75 O -23.11 5.81 4.68  C74 1.194
76 C -23.17 7.86 5.91  C74 1.544, F77 1.344, F78 1.334, F79 1.350
77 F -23.23 9.14 5.52  C76 1.344
78 F -24.37 7.50 6.35  C76 1.334
79 F -22.28 7.74 6.92  C76 1.350
80 H -20.07 5.53 1.97  C71 1.087
81 H -20.93 4.87 3.43  C71 1.084
82 H -19.78 6.23 3.53  C71 1.093
83 H -22.47 6.53 2.17  C72 1.088
84 H -21.11 7.57 2.04  C72 1.089
85 C -18.36 0.72 5.60  C86 1.506, H94 1.086, H95 1.092, H96 1.091
86 C -19.31 1.14 6.69  C85 1.506, O87 1.440, H97 1.088, H98 1.094
87 O -19.15 2.54 6.99  C86 1.440, C88 1.308
88 C -19.71 3.47 6.25  O87 1.308, O89 1.183, C90 1.544
89 O -20.34 3.34 5.26  C88 1.183
90 C -19.45 4.90 6.78  C88 1.544, F91 1.319, F92 1.340, F93 1.324
91 F -18.88 5.60 5.82  C90 1.319
92 F -20.64 5.40 7.13  C90 1.340
93 F -18.72 4.93 7.89  C90 1.324
94 H -18.52 1.25 4.67  C85 1.086
95 H -18.46 -0.35 5.37  C85 1.092
96 H -17.31 0.80 5.88  C85 1.091
97 H -19.23 0.56 7.61  C86 1.088
98 H -20.34 0.93 6.41  C86 1.094
99 C -21.79 0.68 -8.40  C100 1.519, H108 1.091, H109 1.089, H110 1.087
100 C -20.99 1.56 -7.46  C99 1.519, O101 1.436, H111 1.089, H112 1.089
101 O -19.72 0.93 -7.21  C100 1.436, C102 1.317
102 C -19.11 1.17 -6.07  O101 1.317, O103 1.187, C104 1.538
103 O -19.42 2.04 -5.32  C102 1.187
104 C -17.87 0.27 -5.93  C102 1.538, F105 1.332, F106 1.354, F107 1.328
105 F -16.78 0.96 -5.63  C104 1.332
106 F -18.11 -0.61 -4.93  C104 1.354
107 F -17.63 -0.44 -7.03  C104 1.328
108 H -22.67 1.23 -8.74  C99 1.091
109 H -22.20 -0.19 -7.88  C99 1.089
110 H -21.17 0.44 -9.25  C99 1.087
111 H -21.54 1.69 -6.53  C100 1.089
112 H -20.77 2.52 -7.93  C100 1.089
113 C -18.53 -3.92 -0.34  C114 1.513, O119 1.432, H120 1.089, H121 1.092
114 C -18.33 -4.19 -1.82  C113 1.513, O115 1.432, H122 1.088, H123 1.089
115 O -18.71 -5.56 -1.99  C114 1.432, S116 1.596
116 S -19.73 -6.08 -0.87  O115 1.596, O117 1.418, O118 1.420, O119 1.602
117 O -19.24 -7.29 -0.30  S116 1.418
118 O -21.09 -6.01 -1.27  S116 1.420
119 O -19.53 -4.84 0.12  C113 1.432, S116 1.602
120 H -18.75 -2.88 -0.11  C113 1.089
121 H -17.67 -4.13 0.30  C113 1.092
122 H -17.29 -4.11 -2.12  C114 1.088
123 H -18.95 -3.62 -2.51  C114 1.089
124 C -25.68 3.46 1.79  C125 1.542, O130 1.420, H131 1.087, H132 1.087
125 C -26.69 3.30 0.63  C124 1.542, O126 1.431, H133 1.090, H134 1.085
126 O -26.04 2.50 -0.36  C125 1.431, S127 1.597
127 S -24.46 2.56 -0.19  O126 1.597, O128 1.424, O129 1.413, O130 1.603
128 O -23.96 3.74 -0.81  S127 1.424
129 O -23.84 1.32 -0.51  S127 1.413
130 O -24.53 2.72 1.40  C124 1.420, S127 1.603
131 H -26.03 3.06 2.74  C124 1.087
132 H -25.46 4.51 1.95  C124 1.087
133 H -26.89 4.26 0.16  C125 1.090
134 H -27.63 2.86 0.93  C125 1.085
135 C -20.61 3.90 -2.31  C136 1.537, O141 1.424, H142 1.089, H143 1.088
136 C -19.45 4.27 -1.38  C135 1.537, O137 1.431, H144 1.087, H145 1.085
137 O -19.69 5.66 -1.11  C136 1.431, S138 1.593
138 S -20.35 6.38 -2.37  O137 1.593, O139 1.419, O140 1.413, O141 1.593
139 O -19.40 6.79 -3.33  S138 1.419
140 O -21.27 7.33 -1.84  S138 1.413
141 O -21.08 5.09 -2.94  C135 1.424, S138 1.593
142 H -21.44 3.49 -1.73  C135 1.089
143 H -20.31 3.15 -3.04  C135 1.088
144 H -18.44 4.12 -1.76  C136 1.087
145 H -19.59 3.74 -0.44  C136 1.085
146 C -22.74 -0.43 -3.68  C147 1.532, O152 1.408, H153 1.091, H154 1.090
147 C -21.71 -1.05 -4.62  C146 1.532, O148 1.419, H155 1.098, H156 1.088
148 O -21.45 -2.36 -4.15  C147 1.419, S149 1.628
149 S -22.19 -2.64 -2.73  O148 1.628, O150 1.422, O151 1.405, O152 1.614
150 O -21.30 -2.29 -1.68  S149 1.422
151 O -22.79 -3.91 -2.77  S149 1.405
152 O -23.33 -1.53 -3.04  C146 1.408, S149 1.614
153 H -23.51 0.10 -4.25  C146 1.091
154 H -22.30 0.33 -3.03  C146 1.090
155 H -20.83 -0.40 -4.50  C147 1.098
156 H -21.86 -1.09 -5.70  C147 1.088
157 C -12.79 2.03 0.51  C158 1.525, O163 1.441, H164 1.092, H165 1.086
158 C -13.71 0.97 1.11  C157 1.525, O159 1.423, H166 1.091, H167 1.088
159 O -13.00 -0.25 1.24  C158 1.423, S160 1.613
160 S -11.46 -0.05 0.80  O159 1.613, O161 1.412, O162 1.417, O163 1.610
161 O -11.04 -1.12 -0.03  S160 1.412
162 O -10.68 0.33 1.92  S160 1.417
163 O -11.73 1.26 -0.10  C157 1.441, S160 1.610
164 H -12.33 2.70 1.23  C157 1.092
165 H -13.25 2.63 -0.27  C157 1.086
166 H -14.53 0.81 0.40  C158 1.091
167 H -14.15 1.32 2.04  C158 1.088

Results
- total energy (hartree) = -8732.7653
- HOMO energy (hartree) = -0.389
- maximum force (eV/Å) = 2.20
- lowest unoccupied orbital energy (eV) = -0.04
- orbital gap (eV) = 10.55

Atom charges from the Mulliken analysis, given in e for atoms 1 to 8: atom 1 (C): -1.236, atom 2 (C): -0.150, atom 3 (O): 0.013, atom 4 (C): -0.045, atom 5 (O): -0.548, atom 6 (C): 1.057, atom 7 (F): -0.253, atom 8 (F): -0.263